C38H26BrF6MgN8O5S2SeTe as an isolated structure. Source: OMol25; level of theory: ωB97M-V/def2-TZVPD.

Structure (XYZ):
```
89
Properties=species:S:1:pos:R:3:forces:R:3:lowdin_charge:R:1
Mg 0.2181 0.5026 0.0957 -0.4 0.1 -0.5 0.56
Br -5.6048 -2.2584 -1.8561 0.0 0.0 0.0 0.73
C -5.5069 -1.7305 -0.0393 0.0 0.0 0.0 -0.71
C -5.0487 -0.4627 0.2785 0.0 0.1 0.0 -0.12
C -4.9752 -0.0741 1.6077 0.0 -0.1 0.0 -0.01
C -5.3683 -0.9581 2.6094 0.0 0.0 0.1 -0.27
C -5.8509 -2.2160 2.2731 0.0 0.0 -0.1 -0.04
C -5.9034 -2.6170 0.9476 0.0 0.0 0.0 -0.13
N -5.4890 -0.5864 3.9977 0.1 0.1 0.0 0.07
N -4.6124 0.0514 4.5971 -0.1 -0.1 0.0 0.07
C -3.3431 0.3254 3.9929 0.0 -0.1 0.0 -0.27
C -2.9782 1.6567 3.8845 0.1 0.1 0.0 -0.06
C -1.8468 2.0258 3.1616 -0.1 0.0 0.0 0.01
C -1.0168 1.0466 2.6212 0.1 -0.2 -0.1 -0.35
O -0.0064 1.2919 1.8020 0.1 0.3 0.4 -0.29
C -1.2874 -0.3056 2.9461 0.0 0.2 0.0 -0.22
N -0.3930 -1.2838 2.5325 0.1 -0.1 0.0 -0.31
C -1.0046 -2.4284 1.8866 0.0 -0.1 0.0 -0.29
C -2.0564 -2.9686 2.8319 0.0 0.0 0.0 -0.01
C -2.7496 -2.1304 3.6082 0.0 0.0 0.0 -0.03
C -2.4874 -0.6928 3.5426 0.0 0.2 0.0 -0.11
H -4.7376 0.2161 -0.5042 0.0 0.0 0.0 0.11
H -4.6072 0.9112 1.8562 0.0 0.0 0.0 0.12
H -6.1864 -2.8782 3.0607 0.0 0.0 0.0 0.11
H -6.2626 -3.6019 0.6824 0.0 0.0 0.0 0.10
H -3.6409 2.4107 4.2915 0.0 0.0 0.0 0.11
H -1.6236 3.0670 2.9657 0.0 0.0 0.0 0.12
H -0.2383 -3.1874 1.7055 0.0 0.0 0.0 0.14
H -2.2464 -4.0352 2.8577 0.0 0.0 0.0 0.11
H -3.5137 -2.5008 4.2814 0.0 0.0 0.0 0.11
Se 1.7788 -5.9237 -3.7322 0.0 0.0 0.1 1.01
N 2.6044 -4.3331 -3.6112 -0.1 0.0 -0.1 -0.24
C 1.8536 -3.5848 -2.8611 0.0 0.0 0.0 -0.35
C 2.1779 -2.1996 -2.5468 0.1 0.0 0.0 -0.09
C 3.3365 -1.5943 -3.0253 0.0 0.1 0.0 0.01
C 3.6081 -0.2914 -2.6676 0.0 0.0 0.0 -0.03
C 2.7091 0.3685 -1.8433 0.0 0.1 0.0 -0.09
N 1.5973 -0.1958 -1.3826 0.1 -0.2 0.1 0.08
C 1.3190 -1.4712 -1.7199 0.0 -0.1 0.0 -0.12
C 0.1087 -2.0910 -1.1248 0.0 -0.1 0.1 -0.21
N -0.6005 -1.3351 -0.2910 0.0 -0.1 -0.2 0.04
C -1.6190 -2.0129 0.5180 0.0 0.0 0.0 -0.26
C -2.2289 -3.1998 -0.1697 0.0 0.0 0.0 -0.04
C -1.5099 -3.8940 -1.0517 0.0 0.0 0.0 -0.03
C -0.2130 -3.4049 -1.4730 -0.1 0.1 0.1 -0.13
C 0.6368 -4.1744 -2.3210 0.0 0.0 0.0 -0.36
N 0.4219 -5.4253 -2.6678 0.0 0.0 -0.1 -0.26
H 3.9996 -2.1667 -3.6606 0.0 0.0 0.0 0.12
H 4.4972 0.2215 -3.0054 0.0 0.0 0.0 0.11
H 2.8837 1.3911 -1.5425 0.0 0.0 0.0 0.09
H -2.4008 -1.2828 0.7530 0.0 0.0 0.0 0.13
H -3.2355 -3.4941 0.1001 0.0 0.0 0.0 0.09
H -1.8924 -4.7900 -1.5245 0.0 0.0 0.0 0.11
F -2.0087 4.5502 -2.2639 0.0 0.0 0.0 0.14
C -1.0399 4.4786 -1.3454 -0.1 0.0 -0.1 -0.68
F -0.2333 5.5204 -1.5068 0.1 0.0 0.0 0.14
F -1.5954 4.5205 -0.1465 0.0 0.0 0.0 0.16
S -0.1260 2.8857 -1.6265 0.0 0.0 0.3 0.62
O -1.0294 1.8921 -1.0483 0.3 -0.1 -0.1 -0.31
O 0.1259 2.8225 -3.0297 -0.1 0.1 0.0 -0.25
N 1.2165 2.8641 -0.8246 -0.1 -0.1 0.1 -0.31
S 1.8502 3.6248 0.4079 0.0 -0.1 -0.2 0.58
O 2.6019 2.6875 1.1817 0.0 0.0 0.0 -0.27
O 1.0040 4.5995 1.0165 0.0 0.0 0.1 -0.25
C 3.1507 4.5947 -0.4673 0.0 0.1 0.0 -0.67
F 3.9600 3.7868 -1.1602 0.0 0.0 0.0 0.13
F 3.8887 5.2651 0.4200 0.0 0.0 0.0 0.14
F 2.6107 5.4717 -1.3160 0.0 0.0 0.0 0.13
C 2.8318 -6.9276 4.4255 0.0 0.0 0.0 -0.06
C 2.5787 -5.5114 3.9850 0.0 0.0 0.0 -0.27
C 2.9789 -5.0678 2.7346 0.0 0.0 0.0 -0.02
C 2.7254 -3.7677 2.3013 0.0 0.0 0.1 -0.30
C 3.1578 -3.3821 0.9111 0.1 0.0 0.0 -0.07
C 2.0618 -2.8824 3.1637 -0.1 -0.1 -0.2 -0.41
Te 1.5982 -0.9030 2.5547 0.1 0.1 0.0 1.58
C 1.6531 -3.3106 4.4358 0.0 0.0 0.0 -0.30
C 0.9187 -2.4012 5.3813 0.0 0.0 0.1 -0.08
C 1.9170 -4.6196 4.8198 0.0 0.0 0.0 -0.02
H 3.5078 -7.4379 3.7399 0.0 0.0 0.0 0.07
H 1.9006 -7.4970 4.4615 0.0 0.0 0.0 0.08
H 3.2704 -6.9578 5.4243 0.0 0.0 0.0 0.08
H 3.4882 -5.7515 2.0633 0.0 0.0 0.0 0.11
H 3.5851 -4.2403 0.3911 0.0 0.0 0.0 0.08
H 3.9044 -2.5857 0.9238 0.0 0.0 0.0 0.08
H 2.3131 -3.0175 0.3294 -0.1 0.0 0.0 0.05
H 1.4768 -1.4799 5.5548 0.0 0.0 0.0 0.06
H 0.7575 -2.8981 6.3381 0.0 0.0 0.0 0.07
H -0.0518 -2.1103 4.9749 0.0 0.0 0.0 0.06
H 1.5966 -4.9517 5.8027 0.0 0.0 0.0 0.11
```
Forces are in eV/Å.

Results
frontier orbital gap = 6.1 eV
E_tot = -248092.8452 eV
ΔE to the lowest compared entry with this formula, charge and spin = 165.92 kJ/mol
net charge = -1